# C7H6ClN3

2 unconnected molecules or ions with the total composition C7H6ClN3 (ωB97M-V with the def2-TZVPD basis set, the Open Molecules 2025 dataset).

Geometry as XYZ:
```
17
C7H6ClN3 (ωB97M-V with the def2-TZVPD basis set)
C -1.909 -1.083 0.154
C -0.959 -2.023 -0.073
C -1.570 0.245 0.281
C 0.391 -1.640 -0.216
C -0.301 0.711 0.080
C 0.689 -0.292 -0.306
C 0.101 2.127 0.124
N 1.556 2.283 0.424
N 2.250 1.380 -0.058
N 1.881 0.306 -0.556
Cl 3.657 -1.166 -0.172
H -2.826 -1.524 0.317
H -0.977 -3.124 -0.067
H -2.446 0.793 0.586
H 1.176 -2.264 -0.237
H -0.131 2.621 -0.981
H -0.580 2.647 0.701
```

Results
Total charge: 0
Kohn-Sham gap (alpha / beta), eV: 8.84 / 6.12
⟨S²⟩: 2.04
LUMO (alpha / beta), hartree: 0.0039 / -0.1190
Spin multiplicity: 3
E_tot, a.u.: -894.58590